[1]
Computed, not measured: an isolated molecule of C6H10, with wB97M-V/def2-TZVPD.

Results
* lowest unoccupied orbital energy: 1.24 eV
* structure (SMILES): C1C[C@@H]2C[C@@H]2C1
* HOMO-LUMO gap: 11.1 eV
* energy relative to the best compared isomer or geometry (same formula, charge and spin): 35.6 kJ/mol
* molar mass: 82.1 g/mol
* E_HOMO: -9.8 eV

The geometry in ORCA input format:
```
! RIJCOSX wB97M-V def2-TZVPD def2/J DEFGRID3
* xyz 0 1
C 0.30 -1.34 0.89
C 1.14 -0.32 0.16
C 0.68 0.22 -1.18
C -0.85 0.32 -1.03
C -1.00 0.84 0.42
C 0.12 0.12 1.18
H -0.48 -1.88 0.37
H 0.81 -1.93 1.64
H 2.20 -0.29 0.39
H 1.08 1.23 -1.28
H 1.00 -0.36 -2.05
H -1.30 -0.67 -1.13
H -1.32 0.97 -1.77
H -2.00 0.67 0.84
H -0.81 1.92 0.42
H 0.42 0.51 2.15
*
```

---

[2]
Computed, not measured: an isolated molecule of C6H10, with wB97M-V/def2-TZVPD.

Results
* lowest unoccupied orbital energy: 1.08 eV
* structure (SMILES): C#CCC(C)C
* HOMO-LUMO gap: 11.0 eV
* energy relative to the best compared isomer or geometry (same formula, charge and spin): 131.9 kJ/mol
* molar mass: 82.1 g/mol
* E_HOMO: -9.9 eV

The geometry in ORCA input format:
```
! RIJCOSX wB97M-V def2-TZVPD def2/J DEFGRID3
* xyz 0 1
C 0.58 0.44 -1.37
C 0.65 -0.52 -0.18
C 1.34 0.15 1.01
C -0.75 -1.04 0.20
C -1.74 0.03 0.37
C -2.52 0.94 0.45
H 1.58 0.72 -1.71
H 0.05 1.35 -1.09
H 0.04 -0.01 -2.22
H 1.24 -1.40 -0.47
H 1.33 -0.50 1.89
H 2.38 0.38 0.77
H 0.84 1.09 1.27
H -1.11 -1.73 -0.58
H -0.68 -1.63 1.13
H -3.22 1.74 0.52
*
```

---

[3]
Computed, not measured: an isolated molecule of C6H10, with wB97M-V/def2-TZVPD.

Results
* lowest unoccupied orbital energy: 1.08 eV
* structure (SMILES): C=C/C(C)=C/C
* HOMO-LUMO gap: 9.6 eV
* energy relative to the best compared isomer or geometry (same formula, charge and spin): 130.0 kJ/mol
* molar mass: 82.1 g/mol
* E_HOMO: -8.6 eV

The geometry in ORCA input format:
```
! RIJCOSX wB97M-V def2-TZVPD def2/J DEFGRID3
* xyz 0 1
C -0.31 1.13 -1.28
C -1.17 0.62 -2.16
C 0.40 -0.93 -0.09
C 0.06 0.36 -0.03
C 0.05 1.23 1.17
C 0.81 -1.85 1.02
H 0.20 2.09 -1.25
H -1.60 -0.34 -1.94
H -1.42 1.18 -3.05
H 0.07 -1.43 -1.00
H 1.06 1.53 1.47
H -0.18 0.64 2.08
H -0.72 1.99 1.09
H 1.86 -1.76 1.33
H 0.61 -2.86 0.68
H 0.27 -1.60 1.95
*
```

---

[4]
Computed, not measured: an isolated molecule of C6H10, with wB97M-V/def2-TZVPD.

Results
* lowest unoccupied orbital energy: 1.15 eV
* structure (SMILES): C1C[C@H]2C[C@@H]1C2
* HOMO-LUMO gap: 11.6 eV
* energy relative to the best compared isomer or geometry (same formula, charge and spin): 154.7 kJ/mol
* molar mass: 82.1 g/mol
* E_HOMO: -10.4 eV

The geometry in ORCA input format:
```
! RIJCOSX wB97M-V def2-TZVPD def2/J DEFGRID3
* xyz 0 1
C 0.99 -0.69 -0.77
C 0.47 -0.70 0.74
C 0.78 0.80 0.67
C 0.28 0.67 -0.80
C -1.20 0.30 -0.62
C -1.06 -0.49 0.71
H 0.61 -1.53 -1.35
H 2.08 -0.57 -0.95
H 0.84 -1.35 1.54
H 1.86 0.99 0.74
H 0.03 1.36 1.37
H 0.52 1.45 -1.54
H -1.57 -0.28 -1.47
H -1.84 1.17 -0.47
H -1.71 -1.38 0.83
H -1.15 0.37 1.49
*
```

---

[5]
Computed, not measured: an isolated molecule of C6H10, with wB97M-V/def2-TZVPD.

Results
* lowest unoccupied orbital energy: 1.16 eV
* structure (SMILES): C[C@@H]1C=CCC1
* HOMO-LUMO gap: 10.1 eV
* energy relative to the best compared isomer or geometry (same formula, charge and spin): 175.9 kJ/mol
* molar mass: 82.1 g/mol
* E_HOMO: -9.0 eV

The geometry in ORCA input format:
```
! RIJCOSX wB97M-V def2-TZVPD def2/J DEFGRID3
* xyz 0 1
C 0.03 1.85 -0.41
C -0.68 0.49 -0.31
C 0.08 -0.58 -1.12
C 0.63 -1.75 0.14
C 0.01 -1.10 1.35
C -0.69 -0.01 1.11
H 1.08 1.73 -0.12
H -0.42 2.59 0.27
H 0.00 2.26 -1.42
H -1.73 0.64 -0.64
H -0.42 -0.61 -2.13
H 1.07 -0.20 -1.38
H 1.69 -1.56 -0.03
H 0.67 -2.85 0.37
H 0.00 -1.57 2.33
H -1.26 0.52 1.87
*
```

---

[6]
Computed, not measured: an isolated molecule of C6H10, with wB97M-V/def2-TZVPD.

Results
* lowest unoccupied orbital energy: 1.23 eV
* structure (SMILES): C[C@@H]1C=CCC1
* HOMO-LUMO gap: 10.2 eV
* energy relative to the best compared isomer or geometry (same formula, charge and spin): 53.1 kJ/mol
* molar mass: 82.1 g/mol
* E_HOMO: -9.0 eV

The geometry in ORCA input format:
```
! RIJCOSX wB97M-V def2-TZVPD def2/J DEFGRID3
* xyz 0 1
C -0.97 -1.53 0.79
C -0.80 -0.19 0.08
C 0.16 0.75 0.84
C 1.25 1.30 -0.24
C 0.94 0.45 -1.42
C -0.16 -0.29 -1.26
H -0.16 -2.26 0.71
H -1.86 -2.09 0.53
H -1.07 -1.34 1.85
H -1.81 0.25 -0.04
H -0.40 1.55 1.36
H 0.74 0.20 1.56
H 2.35 1.35 -0.03
H 0.91 2.33 -0.35
H 1.52 0.42 -2.33
H -0.60 -0.89 -2.04
*
```

---

[7]
Computed, not measured: an isolated molecule of C6H10, with wB97M-V/def2-TZVPD.

Results
* lowest unoccupied orbital energy: 0.95 eV
* structure (SMILES): C[C@H]1[C@H]2C[C@]21C
* HOMO-LUMO gap: 7.9 eV
* energy relative to the best compared isomer or geometry (same formula, charge and spin): 495.2 kJ/mol
* molar mass: 82.1 g/mol
* E_HOMO: -7.0 eV

The geometry in ORCA input format:
```
! RIJCOSX wB97M-V def2-TZVPD def2/J DEFGRID3
* xyz 0 1
C -1.38 1.39 0.20
C 2.02 -0.34 0.44
C -0.56 0.14 0.16
C -0.10 -0.57 -1.09
C 0.89 0.25 -0.34
C -1.26 -1.14 0.01
H 0.32 -1.51 -1.44
H 1.13 1.22 -0.77
H -0.77 2.27 0.40
H -1.91 1.56 -0.74
H -2.13 1.33 1.00
H -0.90 -2.00 0.56
H -2.30 -1.15 -0.30
H 1.80 -1.35 0.79
H 2.25 0.28 1.31
H 2.92 -0.39 -0.18
*
```

---

[8]
Computed, not measured: an isolated molecule of C6H10, with wB97M-V/def2-TZVPD.

Results
* lowest unoccupied orbital energy: 1.14 eV
* structure (SMILES): C#CCCCC
* HOMO-LUMO gap: 11.1 eV
* energy relative to the best compared isomer or geometry (same formula, charge and spin): 152.1 kJ/mol
* molar mass: 82.1 g/mol
* E_HOMO: -9.9 eV

The geometry in ORCA input format:
```
! RIJCOSX wB97M-V def2-TZVPD def2/J DEFGRID3
* xyz 0 1
C 0.27 1.48 -1.97
C -0.53 0.66 -0.96
C 0.32 -0.31 -0.14
C -0.57 -1.08 0.86
C 0.10 -1.33 2.17
C 0.64 -1.35 3.25
H 1.03 2.08 -1.44
H -0.38 2.17 -2.53
H 0.78 0.84 -2.68
H -1.06 1.34 -0.27
H -1.32 0.09 -1.49
H 0.86 -1.00 -0.80
H 1.09 0.25 0.42
H -1.46 -0.45 1.02
H -0.95 -1.99 0.38
H 1.15 -1.38 4.20
*
```